1.
The following is a DFT calculation (the ωB97M-V functional and the def2-TZVPD basis) of a cluster of 10 separate species, C22H40Br6Cl12O3 in total.

Results
E_LUMO in hartree: 0.008
Structure (SMILES): ClC(Cl)Cl.ClC(Cl)Cl.ClC(Cl)Cl.ClC(Cl)Cl.C1CCOC1.C1CCOC1.C1CCOC1.BrCCBr.BrCCBr.BrCCBr
Orbital gap in eV: 9.82
Multiplicity: 1
Net charge: 0

```
83
Properties=species:S:1:pos:R:3:forces:R:3:lowdin_charge:R:1
Cl -15.4220 -14.4328 6.7807 0.16 -0.04 0.21 0.52
C -16.8759 -14.9535 7.6312 -0.11 0.49 0.00 -1.56
Cl -17.2464 -16.6153 7.2115 -0.26 -0.10 -0.02 0.53
Cl -18.1825 -13.8014 7.2795 -0.09 -0.36 -0.08 0.52
H -16.7505 -14.8986 8.7058 0.34 -0.07 -0.05 -0.01
Cl -14.5187 -19.4770 4.3973 -0.52 0.06 0.03 0.58
C -15.1741 -20.6051 3.2228 0.88 -0.57 -0.95 -1.51
Cl -14.9456 -22.2785 3.7428 -0.18 0.10 0.24 0.53
Cl -14.3071 -20.3941 1.6632 -0.24 0.09 0.26 0.51
H -16.2204 -20.4673 2.9877 -0.09 0.32 0.43 0.00
Cl -17.2800 -16.0084 14.1471 0.10 0.30 -0.10 0.51
C -15.6761 -15.8340 13.4049 -0.50 -0.34 -0.33 -1.52
Cl -14.9152 -14.3020 13.8121 -0.03 -0.35 0.06 0.54
Cl -15.7829 -16.0308 11.6350 -0.11 0.29 0.25 0.54
H -15.1333 -16.7023 13.7530 0.47 0.30 0.14 0.01
Cl -12.3494 -23.8049 8.8677 -0.02 -0.21 -0.09 0.58
C -10.8975 -23.2476 9.6646 0.40 0.42 0.19 -1.51
Cl -11.2031 -21.7203 10.5023 -0.04 0.13 0.09 0.57
Cl -9.5470 -23.0462 8.5338 -0.14 -0.19 0.03 0.55
H -10.5752 -23.9323 10.4386 -0.16 -0.26 -0.19 0.02
C -16.2276 -23.6963 10.1953 -0.21 0.80 -0.13 -0.18
C -16.9858 -24.3922 11.3432 1.98 0.90 0.93 -0.16
C -17.7794 -25.4946 10.6718 -0.44 0.53 0.24 -0.21
O -17.4288 -25.4545 9.3013 -0.11 -0.36 -0.83 -0.15
C -16.1951 -24.7478 9.1079 -1.03 -0.40 1.27 -0.19
H -15.2159 -23.3174 10.3640 -0.09 -0.21 0.64 0.10
H -16.8050 -22.8014 9.9443 -0.02 -0.13 -0.58 0.10
H -17.4913 -23.6553 11.9695 -0.58 -0.14 -0.37 0.10
H -16.2118 -24.7446 12.0372 -0.25 -0.59 -0.12 0.11
H -18.8564 -25.3129 10.7005 0.03 -0.08 0.17 0.12
H -17.5815 -26.4437 11.1823 0.09 -0.19 -0.48 0.12
H -16.1870 -24.3200 8.1091 0.21 -0.39 -0.15 0.10
H -15.4116 -25.4790 9.3426 0.43 0.32 -0.57 0.12
C -14.1754 -18.4765 8.9853 -1.43 0.61 0.79 -0.18
C -14.4965 -19.5748 8.0008 0.73 0.64 -2.02 -0.19
C -14.5880 -20.7807 8.8850 -0.27 0.45 1.71 -0.17
O -15.2245 -20.2411 10.0985 -0.36 -0.12 -0.48 -0.17
C -15.2025 -18.7943 10.0643 1.18 -1.18 0.57 -0.24
H -14.3051 -17.4336 8.6961 0.16 -0.10 -0.60 0.11
H -13.1771 -18.5849 9.4057 0.02 -0.12 -0.14 0.05
H -13.7613 -19.5333 7.1874 0.34 -0.76 0.33 0.07
H -15.3916 -19.4120 7.3933 -0.45 0.19 0.67 0.08
H -13.6178 -21.1274 9.2486 0.13 -0.15 -0.50 0.05
H -15.1944 -21.6326 8.5870 0.03 0.10 -0.45 0.10
H -14.8076 -18.4874 11.0306 -0.44 0.15 0.16 0.08
H -16.2087 -18.4135 9.8855 0.01 0.17 -0.11 0.08
C -18.5532 -20.5431 5.4536 0.78 -0.10 -0.46 -0.15
C -17.8522 -21.2388 6.6057 -0.82 0.49 1.95 -0.17
C -18.1504 -22.7349 6.4898 0.96 0.37 -1.20 -0.18
O -19.0441 -22.8658 5.3805 -0.45 0.27 0.31 -0.13
C -18.9066 -21.7229 4.5261 -0.18 0.12 0.66 -0.18
H -17.8571 -19.7948 5.0628 -0.14 -0.16 -0.53 0.09
H -19.4358 -19.9734 5.7402 -0.14 -0.31 0.16 0.11
H -18.3099 -20.9144 7.5470 0.14 0.23 -0.02 0.07
H -16.8066 -20.9486 6.7017 0.13 -0.43 -0.30 0.08
H -18.5720 -23.1737 7.3892 -0.22 -0.08 -0.10 0.12
H -17.2034 -23.2348 6.2485 -0.13 -0.35 0.06 0.10
H -19.8657 -21.4922 4.0655 0.02 -0.51 -0.30 0.12
H -18.1533 -21.9966 3.7868 0.14 0.46 -0.25 0.10
Br -11.6903 -15.9352 12.3106 0.24 -0.10 -0.44 0.58
C -10.3914 -17.0730 11.3712 0.12 0.52 -0.02 -0.69
C -10.7789 -18.5282 11.4267 1.17 0.12 0.31 -0.72
Br -10.8250 -19.1246 13.3170 -0.37 -0.04 -0.80 0.58
H -9.4151 -16.8519 11.7969 -0.17 -0.29 0.49 0.06
H -10.2805 -16.7147 10.3467 -0.59 -0.11 -0.04 0.02
H -9.9522 -19.1097 11.0188 -0.03 0.03 -0.07 0.03
H -11.6500 -18.7501 10.8183 -0.40 -0.07 0.64 0.01
Br -19.5576 -18.8610 9.5611 0.24 -0.51 0.32 0.62
C -18.8598 -20.0181 11.0052 -0.03 0.29 0.51 -0.64
C -18.8742 -19.2218 12.2978 -0.88 0.91 0.29 -0.72
Br -17.5051 -19.7438 13.5747 -0.01 0.01 -0.34 0.62
H -17.8412 -20.3193 10.7740 -0.05 0.03 -0.38 0.02
H -19.5210 -20.8732 11.1004 0.07 -0.09 -0.32 0.06
H -19.8083 -19.2765 12.8571 -0.04 -0.60 -0.17 0.05
H -18.8485 -18.1500 12.0978 0.90 -0.05 0.03 0.02
Br -10.6350 -21.7137 4.8795 -0.37 0.64 0.30 0.60
C -11.0488 -19.9480 5.6579 0.63 0.29 -0.04 -0.69
C -10.9758 -19.9713 7.1578 -0.52 -0.03 0.42 -0.66
Br -10.8886 -18.0873 7.7512 0.22 -0.37 -0.09 0.72
H -12.0012 -19.5683 5.3015 -0.05 -0.38 -0.12 0.00
H -10.2777 -19.2522 5.3335 0.06 -0.30 -0.42 0.04
H -10.1316 -20.5293 7.5461 0.21 0.33 -0.01 0.01
H -11.8780 -20.3396 7.6394 0.03 -0.17 -0.10 0.02
```
Forces are in eV/Å.

---

2.
The following is a DFT calculation (the ωB97M-V functional and the def2-TZVPD basis) of a cluster of 3 separate species, C22H40INO5 in total.

Results
E_LUMO in hartree: -0.013
Orbital gap in eV: 8.36
Multiplicity: 1
Net charge: 0

```
69
Properties=species:S:1:pos:R:3:forces:R:3:nbo_charge:R:1
C -5.8245 1.2136 -0.0034 0.36 -0.46 -0.05 -0.60
C -4.7185 0.1546 0.1397 0.39 1.06 0.70 -0.23
C -4.3757 0.0198 1.6382 -0.53 -0.83 -0.60 -0.60
C -3.4582 0.6263 -0.6240 0.15 -0.63 -0.03 -0.39
C -3.0141 -0.2599 -1.8079 0.10 0.28 0.21 -0.26
C -4.1710 -0.8974 -2.5802 0.04 -0.01 0.62 -0.61
C -2.0228 -1.3187 -1.3261 -0.23 0.19 -0.96 -0.04
O -0.6585 -0.8121 -1.4622 -0.12 0.05 0.52 -0.52
C 0.0683 -0.6983 -0.3263 0.05 -0.19 0.50 0.27
C 0.3836 0.5502 0.2102 0.15 0.12 0.09 0.06
C -0.0512 1.8780 -0.3543 0.34 -0.28 -0.33 -0.45
C -0.1256 1.9916 -1.8882 -0.23 0.65 0.59 -0.43
C 0.4439 3.3190 -2.3848 -0.34 -0.97 0.06 -0.49
I -0.7867 4.9325 -1.6997 0.24 0.05 -0.11 0.05
C 1.1772 0.6030 1.3727 0.22 -0.81 0.09 -0.24
C 1.6450 -0.5467 1.9608 -0.29 0.73 -0.27 0.04
N 1.3164 -1.7299 1.4115 -0.02 0.36 0.09 -0.43
C 0.5587 -1.8566 0.3163 0.02 0.36 -0.30 0.19
C 0.3173 -3.2977 -0.1105 -0.57 -0.97 0.02 0.71
O 1.3347 -3.9494 -0.3534 0.54 0.27 0.02 -0.70
O -0.8722 -3.6369 -0.0458 -0.14 0.32 -0.02 -0.70
H -5.8265 1.6504 -0.9969 -0.24 -0.05 -0.22 0.20
H -5.5946 2.0172 0.6929 -0.14 0.19 0.09 0.20
H -6.7971 0.7916 0.2325 -0.19 0.12 0.03 0.21
H -5.0568 -0.8266 -0.1756 -0.07 -0.03 -0.37 0.20
H -3.7463 0.8334 1.9792 -0.01 0.17 0.18 0.20
H -5.3003 -0.0421 2.2096 -0.01 0.22 0.25 0.21
H -3.8822 -0.9398 1.7852 0.38 0.06 0.20 0.21
H -3.5604 1.6667 -0.9300 -0.22 0.10 -0.12 0.21
H -2.6349 0.6232 0.0900 0.20 0.08 0.04 0.19
H -2.4679 0.3678 -2.5055 0.12 0.08 -0.13 0.21
H -3.8956 -1.0944 -3.6090 0.00 -0.06 -0.18 0.22
H -4.4551 -1.8366 -2.1075 -0.09 -0.16 -0.09 0.21
H -5.0457 -0.2555 -2.5373 -0.13 0.11 -0.26 0.21
H -2.2186 -1.6268 -0.3089 0.07 -0.18 0.21 0.21
H -2.0850 -2.1795 -1.9803 0.14 -0.30 0.09 0.20
H 0.6712 2.6111 0.0011 0.05 0.11 0.13 0.22
H -0.9970 2.1543 0.1052 -0.18 0.04 0.02 0.25
H -1.1718 1.9870 -2.1712 -0.10 -0.39 -0.29 0.22
H 0.3912 1.1713 -2.3729 0.08 -0.06 -0.17 0.25
H 1.4602 3.4454 -2.0323 0.12 0.38 -0.01 0.21
H 0.4020 3.2814 -3.4650 0.12 0.46 -0.19 0.23
H 1.4543 1.5502 1.8017 -0.01 0.16 0.04 0.23
H 2.2807 -0.5357 2.8308 0.07 -0.15 0.10 0.24
H 1.6712 -2.5805 1.8316 0.05 -0.18 -0.26 0.45
C 3.6984 -3.0356 5.9314 0.12 0.06 -0.12 -0.63
C 3.2925 -1.6675 6.4566 -0.27 -0.35 0.00 0.09
C 2.2207 -1.7768 7.5290 -0.01 0.17 0.04 -0.63
O 2.8273 -0.8459 5.3803 0.13 0.12 -0.13 -0.72
H 2.8405 -3.5407 5.4780 -0.04 -0.02 0.09 0.20
H 4.4657 -2.9390 5.1626 0.03 0.01 0.04 0.22
H 4.0854 -3.6681 6.7305 -0.02 -0.02 0.00 0.22
H 4.1663 -1.1586 6.8636 0.00 0.11 -0.09 0.18
H 1.3194 -2.2440 7.1224 0.04 -0.08 -0.01 0.20
H 1.9405 -0.7880 7.8925 0.04 0.00 0.01 0.22
H 2.5664 -2.3734 8.3736 -0.01 -0.02 -0.01 0.22
H 2.0488 -1.2770 5.0118 -0.09 -0.02 0.13 0.45
C 4.0598 1.4948 -6.1106 -0.10 0.05 -0.12 -0.63
C 3.1930 1.7195 -4.8817 0.28 -0.39 0.07 0.09
C 3.9747 1.4836 -3.5972 -0.08 0.09 0.10 -0.63
O 2.0480 0.8671 -4.9152 -0.15 0.27 0.02 -0.72
H 4.4187 0.4627 -6.1401 0.05 0.01 0.07 0.20
H 3.4835 1.6656 -7.0199 -0.01 0.04 0.01 0.22
H 4.9234 2.1612 -6.1149 0.01 -0.02 0.01 0.21
H 2.8069 2.7403 -4.8907 -0.12 -0.02 -0.01 0.17
H 4.3298 0.4509 -3.5508 0.05 0.01 -0.06 0.20
H 3.3374 1.6474 -2.7263 0.00 0.03 -0.01 0.21
H 4.8367 2.1488 -3.5279 0.01 -0.02 0.00 0.21
H 2.3555 -0.0457 -4.9070 -0.01 -0.03 0.00 0.46
```
Forces are in eV/Å.

---

3.
The following is a DFT calculation (the ωB97M-V functional and the def2-TZVPD basis) of a structure of composition C22H40N4O5S.

Results
E_LUMO in hartree: 0.020
Orbital gap in eV: 8.43
Multiplicity: 1
Net charge: 0

```
72
Properties=species:S:1:pos:R:3:forces:R:3:nbo_charge:R:1
C 2.2677 5.5730 -0.7179 -0.89 9.32 -11.53 -0.59
H 3.0863 5.2133 -1.1500 3.49 -1.65 -1.77 0.22
H 1.3668 5.5099 -1.5977 2.31 0.32 1.84 0.17
H 2.4257 6.6766 -0.5651 -0.11 -0.63 -0.35 0.21
C 1.8249 5.0142 0.3047 -3.53 -11.51 15.41 -0.18
C 1.6673 3.3811 0.1271 1.55 1.43 4.86 -0.43
C 1.2155 2.6399 1.4705 -5.78 -2.30 -5.24 -0.15
N -0.1752 3.1742 1.7433 3.23 1.16 4.24 -0.51
C -1.3494 2.8510 1.0094 0.38 -2.23 0.71 -0.26
H -1.6451 3.7058 0.3999 -0.03 -0.47 -1.10 0.19
H -1.2032 1.7377 0.5330 0.16 3.14 0.20 0.23
C -2.5161 2.5685 1.9294 -0.41 6.29 2.29 -0.35
C -3.7652 2.3391 1.2724 0.04 -10.64 9.98 -0.20
N -3.6218 0.7009 0.9098 8.79 10.32 -2.91 -0.60
C -4.4791 -0.1687 0.9207 -3.26 -3.80 3.97 0.54
O -5.4678 -0.0954 1.6269 -3.09 0.50 0.00 -0.66
C -3.8998 -1.4197 0.6284 -1.60 -8.36 -3.37 -0.21
C -2.6660 -1.9566 1.4878 -4.46 -1.90 -3.08 -0.40
H -3.2511 -2.3742 2.3332 1.36 0.03 -0.14 0.24
H -2.0607 -1.1942 1.6865 2.36 3.00 1.42 0.21
C -1.8604 -3.0515 0.6674 -1.46 -1.25 14.04 -0.27
N -1.4581 -2.9350 -0.5207 -1.96 4.11 -10.48 -0.62
S -0.4937 -1.6502 -0.7978 -0.54 4.57 -5.28 2.31
O -0.6873 -0.4658 0.0887 -0.96 -1.34 -2.20 -0.96
O -0.4518 -1.4287 -2.4974 0.04 -0.85 7.57 -0.87
N 0.7660 -2.2649 -0.1299 4.90 1.20 1.20 -0.72
C 1.5391 -3.0755 -0.9756 -6.19 -8.96 0.74 -0.23
C 2.3179 -2.7346 -2.0751 4.53 5.23 3.75 -0.49
H 1.9533 -2.0177 -2.6397 -2.60 2.62 -3.68 0.25
H 2.9555 -3.3483 -2.4975 2.04 -4.08 -2.35 0.25
C 3.3714 -1.7847 -1.3935 3.07 2.42 1.62 0.62
C 2.7019 -0.6242 -0.5801 0.44 -7.48 3.28 -0.46
C 1.7581 -1.4418 0.5566 1.01 4.25 0.11 -0.23
H 1.2800 -0.5927 1.1291 0.41 -1.40 -0.37 0.24
H 2.4630 -1.9876 1.1948 -0.70 -0.46 -0.27 0.24
H 1.9797 -0.2209 -1.0910 -3.46 2.98 -3.38 0.21
H 3.3437 0.0007 -0.0749 1.55 1.41 0.83 0.22
O 4.3701 -2.5689 -0.3015 -2.79 1.88 -3.68 -0.58
C 5.5824 -1.8999 -0.5488 1.98 -1.81 2.89 -0.11
H 5.8382 -1.5227 0.4396 0.68 0.24 0.13 0.18
C 5.4980 -0.7890 -1.5333 3.24 -1.50 -4.29 -0.11
H 6.4143 -1.1955 -2.3137 -2.08 2.05 1.82 0.18
O 4.3526 -1.0681 -2.2938 -2.45 -1.77 0.96 -0.55
H 5.6953 0.2976 -1.3310 -0.58 -1.13 0.43 0.20
H 6.3967 -2.6888 -0.8116 -1.41 1.33 0.19 0.18
H 0.5568 -3.6743 -1.4656 2.79 0.31 0.88 0.22
H 2.0199 -3.8237 -0.2907 -0.15 0.56 -0.83 0.24
C -2.8168 -2.4767 -1.3320 2.49 -12.35 -6.98 -0.25
C -3.6939 -1.5182 -1.0618 1.04 6.74 7.38 -0.46
H -2.9474 -0.6720 -1.1741 -1.87 0.67 -0.54 0.20
H -4.5973 -1.4558 -1.5684 -1.32 0.06 -1.04 0.26
H -3.3569 -3.6057 -1.4137 1.20 2.47 0.91 0.19
H -2.6453 -2.4584 -2.5067 0.84 0.12 2.51 0.27
H -2.4149 -3.9534 0.9021 -0.01 -0.60 -0.73 0.23
H -0.9919 -3.1012 1.4505 -0.79 -0.52 -1.63 0.22
H -4.7665 -2.4296 0.8710 2.16 3.34 -0.93 0.20
H -2.6344 0.6405 0.4494 -2.84 -0.83 0.84 0.41
H -4.5756 2.0736 2.0302 0.61 1.47 -0.98 0.25
H -4.0739 2.7020 0.5013 -3.12 4.90 -8.77 0.18
H -2.8685 3.5912 2.8747 1.22 -1.66 -3.15 0.15
H -2.3081 2.0658 2.7982 0.63 -2.62 1.27 0.24
C 0.0067 4.5742 2.2710 0.55 0.42 -3.80 -0.21
C 0.4647 5.4275 0.9275 11.55 3.14 14.34 -0.33
H -0.0660 5.3687 0.2523 -10.52 -0.43 -11.53 0.13
H 0.7205 6.5316 1.3533 -1.25 -2.04 -1.38 0.18
H -0.9150 5.0513 2.5987 -0.11 -0.35 0.21 0.21
H 0.8079 4.7177 3.0480 -0.84 -0.70 -0.72 0.21
H 0.7852 1.4213 1.1924 2.27 3.26 0.59 0.18
H 1.9816 2.6411 2.1469 1.14 0.13 2.73 0.19
H 0.8566 3.1046 -0.3368 -4.24 -0.74 -3.90 0.18
H 2.4249 2.7359 -0.1570 2.40 -0.28 -1.39 0.20
H 2.5572 4.8742 1.3008 -1.03 1.25 -2.35 0.17
```
Forces are in eV/Å.

---

> net charge of number 2 (C22H40INO5)?

0